one:
DFT (the ωB97M-V functional and the def2-TZVPD basis) results for a single C8H9NO3S molecule.

Output
- Multiplicity: 1

```
22
Properties=species:S:1:pos:R:3:mulliken_charge:R:1
C 1.016 -1.355 0.181 0.47
C 1.245 -1.421 1.656 1.08
C 0.220 -0.282 -0.063 0.22
C 0.493 -0.282 2.200 -1.18
C -0.466 0.262 -1.254 -1.32
C -1.235 1.543 -0.897 0.33
C 1.573 -2.318 -0.772 -1.30
C -2.462 1.411 -0.172 -1.16
N 1.939 -2.263 2.223 -0.54
O 1.078 2.760 -1.090 -0.56
O -0.637 3.862 0.317 -0.58
O -0.100 0.299 1.207 0.17
S -0.136 2.675 -0.315 0.93
H 0.213 0.658 -1.973 0.45
H -1.080 -0.384 -1.726 0.67
H 1.320 -1.986 -1.787 0.37
H 2.604 -2.256 -0.569 0.35
H 1.071 -3.264 -0.720 0.30
H -3.317 2.133 -0.653 0.29
H -2.490 1.915 0.864 0.32
H -2.929 0.447 0.101 0.35
H 2.080 -2.155 3.242 0.31
```

---

two:
DFT (the ωB97M-V functional and the def2-TZVPD basis) results for a single C8H9NO3S molecule.

Output
- Multiplicity: 1

```
22
Properties=species:S:1:pos:R:3:mulliken_charge:R:1
C -2.925 0.999 -0.217 -0.35
C -2.109 2.096 0.119 -0.66
C -2.373 -0.298 -0.395 -0.63
C -0.729 1.902 0.149 -0.58
C -1.064 -0.627 0.036 0.59
C -0.371 0.577 0.226 0.51
C -0.397 -2.006 0.032 -1.23
C 1.820 -0.971 0.735 -0.30
N 1.088 -1.909 0.009 -0.33
O 2.299 1.547 0.761 -0.60
O 3.978 -0.095 -0.205 -0.53
O 1.766 0.393 -1.456 -0.55
S 2.385 0.416 -0.135 1.06
H -4.019 1.006 -0.454 0.30
H -2.440 3.061 0.216 0.46
H -3.122 -1.077 -0.785 0.24
H 0.136 2.494 0.250 0.48
H -0.669 -2.553 0.834 0.38
H -0.825 -2.436 -0.822 0.52
H 1.819 -1.099 1.752 0.51
H 1.190 -1.834 -0.986 0.37
H 4.561 0.415 0.337 0.35
```

---

Energies relative to the most stable structure, in eV: one 1.350; two 0.000.

---

one:
DFT (the ωB97M-V functional and the def2-TZVPD basis) results for a single C4H8NO2 molecule.

Output
- Multiplicity: 2
- Expectation value of S²: 0.76

```
15
Properties=species:S:1:pos:R:3:mulliken_charge:R:1
C -1.130 -1.633 -1.088 -1.02
C 0.318 -1.376 -0.703 0.59
N 0.652 -0.316 0.110 -0.08
C -0.298 0.483 0.829 -0.58
C 0.180 2.042 0.678 -0.29
O -0.712 2.776 1.329 -0.38
O 1.185 -2.107 -1.141 -0.61
H -1.728 -0.724 -1.188 0.34
H -1.644 -2.270 -0.372 0.26
H -1.177 -2.097 -2.069 0.33
H 1.569 -0.453 0.498 0.25
H -1.235 0.532 0.285 0.23
H -0.498 0.190 1.855 0.34
H 1.179 2.068 1.139 0.30
H 0.072 2.165 -0.408 0.30
```

---

two:
DFT (the ωB97M-V functional and the def2-TZVPD basis) results for a single C4H8NO2 molecule.

Output
- Multiplicity: 2
- Expectation value of S²: 0.76

```
15
Properties=species:S:1:pos:R:3:mulliken_charge:R:1
C -1.244 0.499 0.464 -1.20
C 0.307 0.115 0.456 0.13
C 1.235 1.317 0.082 -1.32
N 0.574 -0.925 -0.586 -0.38
C -0.366 -2.017 -0.626 0.71
O -0.793 -2.184 -1.827 -0.28
O -0.671 -2.569 0.403 -0.52
H -1.564 -0.486 0.761 0.44
H -1.602 0.815 -0.519 0.28
H -1.459 1.230 1.238 0.37
H 0.567 -0.255 1.441 0.37
H 1.143 1.878 -0.854 0.34
H 1.339 2.132 0.800 0.35
H 2.173 0.714 0.108 0.36
H 0.361 -0.264 -1.341 0.33
```

---

Energies relative to the most stable structure, in eV: one 0.000; two 0.359.

---

one:
DFT (the ωB97M-V functional and the def2-TZVPD basis) results for 6 unconnected molecules or ions with the total composition C2H14O5.

Output
- SMILES string: C=C.O.O.O.O.O
- Multiplicity: 1

```
21
Properties=species:S:1:pos:R:3:mulliken_charge:R:1
C 2.000 2.255 2.116 -0.56
C 1.036 1.803 1.364 -0.18
H 1.979 2.513 3.144 0.29
H 2.877 2.620 1.630 0.23
H 0.168 1.250 1.640 0.30
H 1.157 1.840 0.306 -0.10
H 0.716 -0.048 -2.201 0.33
H 1.969 0.013 -1.503 0.33
O 1.470 -0.575 -2.060 -0.71
H -0.353 2.339 -1.117 0.32
H -1.021 0.986 -0.602 0.31
O -1.003 1.647 -1.293 -0.62
H -2.898 0.347 1.625 0.26
H -1.824 -0.393 0.754 0.39
O -2.021 0.333 1.378 -0.61
H -2.175 -2.050 -0.985 0.30
H -0.889 -2.265 -0.296 0.38
O -1.742 -1.824 -0.154 -0.68
H 1.082 -2.137 -1.113 0.41
H 1.504 -3.245 -0.212 0.31
O 0.731 -2.860 -0.632 -0.69
```

---

two:
DFT (the ωB97M-V functional and the def2-TZVPD basis) results for 6 unconnected molecules or ions with the total composition C2H14O5.

Output
- SMILES string: C=C.O.O.O.O.O
- Multiplicity: 1

```
21
Properties=species:S:1:pos:R:3:mulliken_charge:R:1
C -2.797 -2.173 -2.388 -0.49
C -2.798 -1.436 -3.534 -0.43
H -3.735 -2.065 -1.767 0.19
H -1.960 -2.687 -2.063 0.32
H -3.569 -0.645 -3.501 0.19
H -2.377 -1.592 -4.626 0.23
H -0.230 4.174 0.770 0.33
H 0.776 5.292 0.413 0.29
O 0.777 4.411 0.678 -0.61
H 0.257 1.903 0.653 0.32
H 0.419 0.529 1.143 0.35
O 0.965 1.165 0.588 -0.69
H -0.519 -2.412 1.935 0.29
H -0.103 -1.865 0.639 0.33
O -0.377 -1.568 1.515 -0.63
H 2.655 2.122 3.559 0.31
H 1.754 1.647 2.516 0.34
O 2.285 1.278 3.265 -0.63
H 1.718 -3.162 -1.227 0.28
H 1.073 -1.687 -1.623 0.32
O 1.026 -2.523 -1.209 -0.61
```

---

Energies relative to the most stable structure, in eV: one 0.000; two 1.591.

---

one:
DFT (the ωB97M-V functional and the def2-TZVPD basis) results for a single C2H3P3 molecule.

Output
- SMILES string: C1=P#P=PC1
- Multiplicity: 1

```
8
Properties=species:S:1:pos:R:3:mulliken_charge:R:1
C -0.757 -0.913 0.052 -0.22
C -0.459 0.535 -0.069 -0.54
P -2.284 -1.668 0.009 -0.09
P -1.992 1.661 0.063 0.05
P -3.469 0.193 -0.049 -0.09
H 0.110 -1.681 0.248 0.26
H 0.448 0.832 0.525 0.36
H -0.163 0.611 -1.298 0.26
```

---

two:
DFT (the ωB97M-V functional and the def2-TZVPD basis) results for a single C2H3P3 molecule.

Output
- SMILES string: C#P=[PH]=P#C
- Multiplicity: 1

```
8
Properties=species:S:1:pos:R:3:mulliken_charge:R:1
C 0.039 -1.198 1.832 -0.17
C 0.544 -0.534 -1.742 -0.25
P -0.900 -0.098 1.205 -0.21
P 0.171 1.055 -1.785 0.02
P 0.317 1.593 0.361 -0.14
H 0.296 -2.164 2.123 0.42
H 0.404 -1.169 -2.688 0.25
H -0.870 2.516 0.694 0.09
```

---

Energies relative to the most stable structure, in eV: one 0.000; two 4.881.

---

one:
DFT (the ωB97M-V functional and the def2-TZVPD basis) results for a single C5H14N4 molecule.

Output
- SMILES string: C/C(=N/N(C)N)[C@H](C)N
- Multiplicity: 1

```
23
Properties=species:S:1:pos:R:3:mulliken_charge:R:1
C 0.625 -1.101 0.046 0.44
C -2.517 0.466 -0.847 -0.90
C 1.167 1.071 1.707 -1.17
C 0.603 -2.032 1.248 -1.54
N -1.108 0.624 -1.157 0.39
C 0.382 0.472 0.579 0.58
N -0.960 1.447 -2.292 -0.80
N 1.872 -1.197 -0.661 -0.66
N -0.435 1.232 -0.023 -0.80
H -0.162 -1.395 -0.650 0.44
H 0.030 1.482 -2.521 0.26
H -1.268 2.406 -2.092 0.26
H 1.844 -0.689 -1.538 0.25
H 2.651 -0.869 -0.101 0.26
H -2.992 1.426 -0.553 0.33
H -2.999 0.051 -1.727 0.32
H -2.606 -0.228 -0.014 0.32
H 0.963 0.524 2.626 0.28
H 2.236 0.995 1.509 0.28
H 0.898 2.116 1.845 0.41
H 0.665 -3.065 0.905 0.37
H 1.439 -1.820 1.909 0.34
H -0.329 -1.916 1.800 0.34
```

---

two:
DFT (the ωB97M-V functional and the def2-TZVPD basis) results for a molecular structure, C5H14N4.

Output
- Multiplicity: 1

```
23
Properties=species:S:1:pos:R:3:mulliken_charge:R:1
C 0.136 -1.686 0.007 -0.19
C 1.588 0.736 0.317 -1.22
C 1.467 -2.174 -0.494 -1.28
N 0.363 0.238 -0.311 0.58
C -0.866 0.785 0.274 0.54
C -1.722 -0.145 0.729 -1.11
N 0.489 0.444 -1.738 -0.82
N -1.049 2.200 0.290 -0.55
N -2.770 0.199 1.531 -0.35
H 0.531 1.448 -1.924 0.29
H -0.382 0.104 -2.138 0.29
H -1.141 2.643 -0.619 0.20
H -0.400 2.725 0.867 0.21
H -3.053 1.174 1.597 0.23
H -3.508 -0.470 1.666 0.23
H -0.708 -1.856 -0.651 0.40
H -0.070 -1.996 1.019 0.38
H 1.558 0.490 1.376 0.40
H 1.668 1.824 0.208 0.40
H 2.463 0.301 -0.163 0.34
H 2.269 -1.989 0.221 0.28
H 1.395 -3.260 -0.615 0.42
H 1.740 -1.733 -1.451 0.33
```

---

Energies relative to the most stable structure, in eV: one 0.000; two 3.335.

---

one:
DFT (the ωB97M-V functional and the def2-TZVPD basis) results for 2 unconnected molecules or ions with the total composition C5H14N4.

Output
- Multiplicity: 1

```
23
Properties=species:S:1:pos:R:3:mulliken_charge:R:1
C 1.368 -1.584 0.994 -1.08
C -2.686 -0.090 -1.127 -1.03
C 1.999 1.552 0.238 -0.80
N 0.217 -0.707 0.953 -0.43
N -1.655 0.061 -0.117 0.57
N 1.044 1.061 1.212 -0.33
C -0.474 -0.664 -0.240 0.67
N -1.550 1.251 0.538 -0.83
C -0.064 -1.207 -1.436 -1.14
H 1.311 1.125 2.185 0.27
H -2.488 1.621 0.675 0.17
H 0.034 1.380 1.120 0.39
H 2.126 -1.366 0.231 0.36
H 1.819 -1.523 1.984 0.27
H 1.022 -2.610 0.845 0.43
H -2.447 0.479 -2.037 0.34
H -2.807 -1.143 -1.381 0.41
H -3.621 0.300 -0.719 0.30
H 1.987 2.648 0.184 0.33
H 3.010 1.221 0.474 0.31
H 1.739 1.162 -0.748 0.25
H 0.733 -1.931 -1.480 0.25
H -0.615 -1.035 -2.346 0.32
```

---

two:
DFT (the ωB97M-V functional and the def2-TZVPD basis) results for 2 unconnected molecules or ions with the total composition C5H14N4.

Output
- SMILES string: C=C(C)NC.N/C=N/N
- Multiplicity: 1

```
23
Properties=species:S:1:pos:R:3:mulliken_charge:R:1
C 0.238 0.810 -2.017 -0.93
C -1.813 -1.456 0.184 -1.31
N -0.469 -0.320 -1.460 -0.27
C -1.318 -0.163 -0.392 1.31
C -1.689 1.030 0.133 -1.75
H 0.112 -1.144 -1.373 0.34
H -0.480 1.547 -2.378 0.32
H 0.837 0.466 -2.859 0.32
H 0.903 1.294 -1.290 0.25
H -0.990 -2.007 0.637 0.25
H -2.246 -2.070 -0.605 0.36
H -2.561 -1.284 0.951 0.35
H -1.475 1.958 -0.372 0.33
H -2.528 1.063 0.809 0.40
N 1.996 -1.510 0.290 -0.54
N 0.682 1.376 1.890 -0.54
C 1.548 0.457 1.379 -0.24
N 1.142 -0.700 1.025 -0.07
H 2.977 -1.219 0.326 0.21
H 1.908 -2.466 0.619 0.21
H -0.334 1.203 1.519 0.37
H 0.983 2.335 1.799 0.28
H 2.577 0.800 1.185 0.33
```

---

three:
DFT (the ωB97M-V functional and the def2-TZVPD basis) results for a molecular structure, C5H14N4.

Output
- Multiplicity: 1

```
23
Properties=species:S:1:pos:R:3:mulliken_charge:R:1
C 0.008 0.961 0.534 0.63
C 1.506 -0.059 -0.331 -0.70
C -0.757 1.680 -0.551 -1.28
C -0.794 0.742 1.799 -1.49
N 2.546 0.786 -0.720 -0.48
H 0.825 1.615 0.856 0.27
H 2.931 1.376 0.002 0.27
H 2.369 1.312 -1.562 0.24
H 1.156 -0.624 -1.183 0.27
H 1.729 -0.673 0.536 0.33
H -1.062 1.709 2.244 0.44
H -1.597 1.084 -0.898 0.26
H -1.180 2.614 -0.169 0.40
H -0.116 1.939 -1.393 0.27
H -1.746 0.259 1.590 0.35
H -0.227 0.165 2.530 0.27
C -0.360 -2.401 0.734 -0.42
N -1.046 -1.332 -1.230 0.36
N -0.952 -1.485 0.059 0.03
N -1.437 -2.260 -1.982 -0.93
H -1.566 -1.847 -2.911 0.27
H 0.213 -3.178 0.238 0.35
H -0.445 -2.383 1.808 0.30
```

---

Energies relative to the most stable structure, in eV: one 3.639; two 0.000; three 3.433.

---

one:
DFT (the ωB97M-V functional and the def2-TZVPD basis) results for 2 unconnected molecules or ions with the total composition C4H11NO3.

Output
- SMILES string: CN[C@H](C)C(=O)O.O
- Multiplicity: 1

```
19
Properties=species:S:1:pos:R:3:mulliken_charge:R:1
C 2.192 1.129 1.071 -0.80
N 1.239 -0.245 0.933 -0.31
C 0.303 0.501 -1.445 -1.21
C 0.217 -0.216 0.023 0.42
C -1.196 0.128 0.659 0.30
O -1.861 1.290 0.180 -0.51
O -1.873 -0.599 1.329 -0.57
H 2.693 1.299 0.123 0.26
H 2.886 0.982 2.013 0.29
H 1.727 1.995 1.471 0.29
H 1.341 -0.986 1.452 0.16
H 1.288 0.512 -1.933 0.35
H -0.110 -0.169 -2.112 0.35
H -0.098 1.450 -1.117 0.37
H 0.009 -1.329 -0.252 0.26
H -2.745 1.514 0.616 0.35
H -1.823 -3.110 -1.512 0.30
H -1.904 -1.858 -0.273 0.38
O -2.286 -2.287 -1.228 -0.66
```

---

two:
DFT (the ωB97M-V functional and the def2-TZVPD basis) results for 2 unconnected molecules or ions with the total composition C4H11NO3.

Output
- SMILES string: O=CCCNCO.O
- Multiplicity: 1

```
19
Properties=species:S:1:pos:R:3:mulliken_charge:R:1
C -1.047 0.450 -0.517 -0.73
C -0.156 1.409 -1.343 -0.67
C 1.208 0.764 -1.432 -0.07
O 2.264 1.251 -1.136 -0.50
N -0.243 0.057 0.678 -0.19
C -0.866 -1.023 1.383 -0.38
O -2.075 -0.639 2.099 -0.54
H -1.389 -0.380 -1.129 0.46
H -1.928 1.004 -0.183 0.30
H -0.694 1.676 -2.251 0.40
H 0.009 2.404 -0.898 0.33
H 1.272 -0.278 -1.817 0.48
H -0.106 0.932 1.163 0.21
H -0.209 -1.353 2.186 0.30
H -1.149 -1.757 0.637 0.32
H -1.982 0.230 2.441 0.29
H 1.996 -0.894 0.260 0.37
H 2.816 -2.034 -0.450 0.30
O 2.279 -1.817 0.309 -0.66
```

---

Energies relative to the most stable structure, in eV: one 2.021; two 0.000.

---

one:
DFT (the ωB97M-V functional and the def2-TZVPD basis) results for 3 unconnected molecules or ions with the total composition C4H11NO3.

Output
- Multiplicity: 1

```
19
Properties=species:S:1:pos:R:3:mulliken_charge:R:1
C 1.316 0.424 -0.778 -0.62
C 0.458 1.662 -0.762 -0.97
O 1.644 -1.772 -0.435 -0.33
O 2.644 -2.708 -0.783 -0.38
H 3.082 -2.879 0.064 0.33
H 2.144 0.473 -0.080 0.32
H 1.674 0.149 -1.763 0.35
H 1.055 2.491 -1.159 0.38
H 0.134 1.921 0.245 0.25
H -0.429 1.548 -1.386 0.30
C -0.778 -1.166 -0.093 -0.42
C -2.509 1.041 1.870 -0.29
O -1.702 -0.181 0.215 -0.07
N -1.632 0.178 1.574 -0.45
H -1.040 -1.625 -1.038 0.35
H 0.268 -0.540 -0.460 0.35
H -0.605 -1.854 0.727 0.32
H -3.187 1.478 1.139 0.29
H -2.536 1.361 2.903 0.28
```

---

two:
DFT (the ωB97M-V functional and the def2-TZVPD basis) results for 3 unconnected molecules or ions with the total composition C4H11NO3.

Output
- Multiplicity: 1

```
19
Properties=species:S:1:pos:R:3:mulliken_charge:R:1
O 1.550 1.047 0.221 -0.49
C 1.855 0.260 1.314 -0.31
N 1.821 -1.264 1.117 -0.52
C -2.762 -0.517 0.220 -0.81
C -1.515 -0.228 -0.292 0.89
C -1.304 1.227 -0.412 -0.97
O -0.607 -0.947 -0.700 -0.59
H 2.896 0.397 1.665 0.40
H 1.101 0.434 2.133 0.26
H -3.064 -1.511 0.245 0.35
H -3.530 0.223 0.476 0.28
H 1.129 -1.658 0.474 0.31
H -0.718 1.588 0.427 0.24
H -0.675 1.384 -1.269 0.29
H -2.380 1.723 -0.567 0.38
H 2.789 -1.551 0.881 0.25
H 1.331 0.329 -1.391 0.35
H 0.714 -0.831 -2.208 0.37
O 1.370 -0.105 -2.333 -0.67
```

---

three:
DFT (the ωB97M-V functional and the def2-TZVPD basis) results for 2 unconnected molecules or ions with the total composition C4H11NO3.

Output
- SMILES string: CCCNC(=O)O.O
- Multiplicity: 1

```
19
Properties=species:S:1:pos:R:3:mulliken_charge:R:1
C 0.682 -0.713 0.833 -0.46
N 1.629 0.322 0.446 -0.14
C 1.526 1.607 0.878 0.58
O 0.776 1.732 1.991 -0.45
O 2.061 2.560 0.360 -0.61
C 0.197 -1.494 -0.400 -0.61
C -0.457 -0.647 -1.539 -0.63
H 1.174 -1.427 1.499 0.23
H -0.208 -0.321 1.290 0.26
H 2.359 0.114 -0.213 0.23
H 0.421 2.623 1.937 0.33
H -0.495 -2.279 -0.096 0.38
H 1.112 -1.885 -0.865 0.34
H -1.482 -0.475 -1.206 -0.15
H 0.056 0.305 -1.579 0.40
H -0.571 -1.382 -2.329 0.32
H -2.562 0.163 0.322 0.33
H -2.937 0.773 -1.076 0.35
O -3.282 0.422 -0.252 -0.68
```

---

four:
DFT (the ωB97M-V functional and the def2-TZVPD basis) results for 2 unconnected molecules or ions with the total composition C4H11NO3.

Output
- SMILES string: CN[C@H](C)C(=O)O.O
- Multiplicity: 1

```
19
Properties=species:S:1:pos:R:3:mulliken_charge:R:1
C 1.348 1.167 -0.155 -0.87
N 0.149 0.622 0.742 -0.56
C -0.863 -1.278 1.764 -1.56
C 0.219 -0.838 0.806 0.68
C 1.610 -1.328 1.260 0.40
O 2.099 -2.085 0.218 -0.46
O 2.344 -0.838 2.062 -0.55
H 2.147 1.513 0.425 0.34
H 0.849 1.839 -0.766 0.37
H 1.887 0.371 -0.751 0.25
H 0.377 1.050 1.658 0.30
H -1.040 -0.847 2.687 0.38
H -1.853 -1.140 1.340 0.40
H -0.729 -2.408 1.878 0.32
H -0.084 -1.223 -0.215 0.21
H 3.007 -2.384 0.253 0.35
H -4.425 2.419 -4.885 0.33
H -3.314 3.102 -4.124 0.31
O -3.727 2.285 -4.197 -0.63
```

---

Energies relative to the most stable structure, in eV: one 9.666; two 7.528; three 0.000; four 1.344.